Density functional theory data (the ωB97M-V functional and the def2-TZVPD basis) for 5 unconnected molecules or ions with the total composition C18H36O9 at a distorted geometry.

Results
**E_LUMO**: 0.56 eV
**E**: -1384.22513 Eh
**Kohn-Sham gap**: 9.67 eV
**SMILES**: COC(=O)OC.COC(=O)OC.C1CCOC1.C1CCOC1.C1CCOC1
**HOMO level**: -9.1 eV
**Molar mass**: 396.5 u

Each line ends with the Mulliken charge.
Element x y z (Å)
C  -0.401030  6.677610  13.047430  -0.054
C  -0.344010  5.193390  12.560600  -0.625
C  0.816760  4.630890  13.173520  -0.539
O  0.887240  5.375780  14.412790  -0.556
C  0.529520  6.767880  14.279270  -0.238
H  -1.399640  7.044860  13.284080  -0.291
H  -0.038760  7.411050  12.327070  0.279
H  -0.187390  5.303790  11.487570  0.288
H  -1.226660  4.583010  12.751550  0.291
H  1.710580  4.759300  12.563030  0.258
H  0.842210  3.543720  13.247840  0.399
H  1.501840  7.236430  14.127100  0.270
H  0.129190  7.226830  15.183260  0.136
C  -6.009740  10.819840  13.225040  -0.722
C  -5.447470  11.197380  14.514480  -0.028
C  -5.613280  9.843740  15.223540  -0.496
O  -5.862310  8.822170  14.221250  -0.490
C  -5.453910  9.443560  13.018140  0.409
H  -5.484220  11.526750  12.583010  0.359
H  -7.086750  10.720150  13.090070  0.288
H  -5.973110  12.067870  14.906970  0.404
H  -4.392950  11.422060  14.354420  -0.194
H  -6.438130  9.863120  15.935820  0.424
H  -4.757210  9.605330  15.854730  0.436
H  -5.904150  8.981950  12.139330  0.450
H  -4.381420  9.567040  12.867730  -0.483
C  -1.695680  8.797050  15.670490  -1.180
C  -2.297250  10.136320  15.457050  0.293
C  -1.934570  10.548600  14.034720  -0.466
O  -1.849420  9.322650  13.381590  -0.569
C  -1.489740  8.297170  14.285520  -0.381
H  -2.383390  8.144920  16.208890  0.387
H  -0.741820  8.837440  16.196430  0.376
H  -1.887290  10.878530  16.141990  0.455
H  -3.367450  10.103400  15.661220  -1.037
H  -0.995690  11.101430  14.003540  0.380
H  -2.734870  11.166170  13.627010  0.438
H  -0.434820  8.066230  14.137450  0.585
H  -2.042410  7.384040  14.064490  0.558
C  -0.905310  13.926860  11.179310  -0.718
O  -1.416270  12.721140  10.639060  -0.378
C  -1.327630  11.634600  11.324800  0.887
O  -0.935560  11.539690  12.464530  -0.671
O  -1.487920  10.598920  10.513220  -0.411
C  -1.473820  9.298230  11.033310  0.055
H  -1.519130  14.470020  11.897850  0.279
H  -0.755480  14.612420  10.345240  0.250
H  0.050030  13.676790  11.640720  0.331
H  -1.107600  9.180960  12.053230  -0.185
H  -0.853720  8.539020  10.556690  0.409
H  -2.492890  8.941700  10.883330  0.183
C  0.358680  10.833980  16.527560  -0.391
O  0.426070  10.150310  17.736340  -0.212
C  0.413100  10.757520  18.902340  0.756
O  0.221990  11.968530  19.108710  -0.590
O  0.482020  9.826030  19.862160  -0.325
C  0.320390  10.213700  21.229700  -0.673
H  -0.340530  11.664860  16.433570  0.426
H  0.014180  10.166520  15.737680  -0.173
H  1.328210  11.173660  16.163230  0.484
H  0.955640  11.079750  21.415490  0.321
H  0.803320  9.439250  21.825610  0.258
H  -0.715000  10.300640  21.559120  0.272

Cartesian forces, eV/Å:
C 0.940 -1.886 -1.749
C -1.612 1.973 -2.352
C 2.170 0.414 1.162
O 0.824 -1.568 1.751
C 1.419 -3.719 -1.269
H 2.045 -2.835 -2.749
H 0.186 -0.446 -0.501
H -0.398 -0.606 -0.286
H -0.261 0.455 0.103
H 0.420 0.774 -0.012
H -0.524 0.006 1.148
H -0.155 0.811 -0.534
H 0.225 -1.523 0.533
C 0.567 0.591 -2.975
C -0.380 -0.673 1.521
C -0.525 -0.127 1.565
O 0.937 0.433 0.718
C -0.594 0.550 -0.728
H -0.960 0.061 -1.149
H -0.018 0.759 0.300
H 0.183 -0.233 0.604
H -0.207 0.188 0.331
H -0.389 -0.136 -0.260
H -0.264 -0.435 -0.303
H 0.092 -0.456 0.237
H 0.398 -0.706 0.241
C -0.439 -0.745 0.916
C -0.751 1.756 1.027
C -1.151 -0.497 3.861
O -1.432 -0.747 1.782
C -0.665 3.037 1.688
H 0.182 -0.044 0.223
H -0.475 -0.513 0.233
H -0.520 -0.134 0.073
H 0.681 0.165 -0.385
H -0.679 -0.710 1.435
H 0.318 -0.082 -0.214
H -1.810 2.316 0.119
H -1.584 1.494 1.955
C 0.931 0.401 0.156
O -1.430 1.688 -1.348
C 2.263 -1.845 0.339
O 1.127 2.014 -3.464
O -0.049 0.814 -1.078
C 0.211 -1.997 -0.647
H -0.406 -0.616 0.110
H 0.040 -0.296 -0.087
H 0.027 0.324 0.093
H -0.379 0.956 -1.350
H 0.374 0.775 -1.519
H -0.054 -0.233 0.628
C 0.643 1.290 -2.042
O 0.186 -1.059 0.115
C -1.607 3.079 1.565
O 0.808 -2.711 -0.703
O -0.057 -0.345 -0.482
C 1.268 0.056 0.244
H 0.319 0.179 0.943
H 0.543 0.011 0.569
H 0.274 0.146 0.550
H -0.641 0.422 0.019
H -0.242 -0.337 -0.252
H 0.056 0.322 -0.420

***

Density functional theory data (the ωB97M-V functional and the def2-TZVPD basis) for a molecular structure, C18H37AsFIrNSSbSi at a distorted geometry.

Results
**⟨S²⟩**: 1.004
**E_LUMO (alpha / beta)**: -11.02 / -11.78 eV
**E**: -4129.66665 Eh
**Multiplicity**: 2
**Kohn-Sham gap (alpha / beta)**: 6.42 / 6.21 eV
**Energy relative to the best compared isomer or geometry (same formula, charge and spin)**: 112.2 kJ/mol
**Net charge**: +3
**HOMO level (alpha / beta)**: -17.4 / -18.0 eV
**Molar mass**: 735.6 u

Each line ends with the Löwdin spin population.
Element x y z (Å)
Ir  -0.451480  0.245909  0.077051  -0.014
C  -2.531478  1.485812  -1.371706  -0.005
Si  -3.400964  0.812483  0.145239  0.018
C  -5.179329  0.434735  -0.133925  0.001
C  -3.023287  1.989423  1.531618  0.021
N  -2.240968  -0.568348  0.472454  0.220
C  -2.429679  -1.857902  0.784958  0.127
C  -3.702742  -2.491198  0.573806  0.078
C  -3.888088  -3.811339  0.846893  0.026
C  -2.837442  -4.590302  1.371427  0.212
C  -1.586306  -4.021655  1.629641  0.003
C  -1.401684  -2.705848  1.334471  0.119
F  -0.210175  -2.153096  1.577998  0.022
H  -2.936696  2.452658  -1.680111  0.000
H  -2.579464  0.803601  -2.222983  0.000
H  -1.469664  1.676844  -1.116013  0.001
H  -5.695572  1.375009  -0.346437  0.000
H  -5.646684  0.003635  0.753943  0.000
H  -5.346728  -0.232077  -0.981184  0.000
H  -3.394777  2.984887  1.276179  0.003
H  -1.942165  2.070204  1.719404  0.003
H  -3.501164  1.686156  2.465556  0.000
H  -4.511613  -1.900836  0.172446  0.002
H  -4.850741  -4.268037  0.661349  -0.001
H  -2.995712  -5.640504  1.579714  0.009
H  -0.784045  -4.603098  2.063178  -0.002
C  1.927015  2.635374  3.910536  0.001
C  2.308988  1.214385  3.536205  0.009
Sb  1.769854  0.621953  1.529726  0.037
C  2.799528  -1.255876  1.332610  0.004
C  4.160734  -1.289428  2.024116  0.001
C  2.795486  1.995404  0.223420  0.007
C  4.256392  2.192073  0.620209  0.004
H  2.362302  2.856200  4.887154  0.000
H  0.850545  2.765600  4.007039  0.000
H  2.321919  3.375670  3.214737  0.000
H  1.867976  0.467496  4.193546  0.000
H  3.388366  1.062159  3.473313  0.001
H  2.869671  -1.399514  0.254428  0.000
H  2.126811  -2.005989  1.742798  0.000
H  4.843537  -0.522423  1.665799  0.000
H  4.625907  -2.253308  1.812340  0.000
H  4.075892  -1.219697  3.107637  0.000
H  2.238320  2.931852  0.258080  0.000
H  2.692043  1.565483  -0.773603  0.000
H  4.365898  2.563385  1.639091  0.000
H  4.691738  2.945515  -0.038239  0.001
H  4.843641  1.283752  0.505992  0.000
C  0.286844  1.771871  -3.673715  0.000
As  0.680096  -0.098071  -3.573501  0.010
C  2.467200  -0.409649  -4.177414  0.007
C  -0.523255  -1.104345  -4.668642  0.000
S  0.607578  -0.949643  -1.536219  0.073
H  0.462491  2.081828  -4.705010  0.000
H  0.951590  2.326054  -3.013907  0.000
H  -0.751656  1.957671  -3.412639  0.000
H  2.495181  -0.219746  -5.251077  0.001
H  2.741998  -1.445132  -3.983877  0.000
H  3.155520  0.261267  -3.667772  0.000
H  -0.279085  -0.900426  -5.711795  0.000
H  -1.552295  -0.813770  -4.469527  0.000
H  -0.386121  -2.165092  -4.466805  0.000

Cartesian forces, eV/Å:
Ir -0.721 -0.288 -0.665
C -0.240 -0.234 -0.134
Si -0.087 0.759 -0.242
C 0.014 -0.313 0.166
C -0.130 -0.249 0.098
N 1.443 0.011 0.305
C -0.131 -0.245 -0.016
C 0.066 0.143 0.025
C -0.104 -0.045 0.013
C 0.080 0.040 0.019
C -0.198 -0.075 0.003
C 0.132 0.194 -0.058
F -0.089 -0.144 0.110
H 0.017 0.028 0.074
H 0.003 0.003 0.002
H 0.040 0.286 -0.316
H 0.065 0.039 0.009
H -0.071 0.039 -0.027
H -0.028 0.048 -0.027
H 0.048 0.010 0.008
H -0.027 0.056 -0.004
H 0.075 0.026 0.037
H 0.010 -0.026 -0.016
H 0.011 -0.013 0.006
H -0.017 0.008 0.017
H 0.040 0.033 -0.032
C 0.110 0.008 0.150
C -0.715 0.235 -0.132
Sb 0.667 -0.924 -0.247
C -0.033 0.404 0.062
C -0.030 -0.224 -0.055
C -0.223 0.007 0.072
C -0.017 0.051 -0.028
H -0.003 0.014 -0.008
H -0.009 -0.004 -0.060
H -0.035 -0.012 -0.034
H 0.099 -0.030 0.041
H -0.012 -0.066 -0.022
H 0.056 -0.127 0.013
H 0.024 -0.035 -0.067
H -0.012 0.028 0.046
H 0.029 0.012 0.015
H -0.009 0.068 -0.004
H 0.001 0.006 -0.043
H 0.021 0.028 -0.021
H -0.003 -0.029 0.008
H 0.008 0.002 0.012
H -0.009 -0.003 0.018
C 0.001 0.080 0.007
As -0.294 0.256 -0.294
C 0.110 -0.068 0.095
C -0.033 -0.038 -0.058
S 0.134 0.283 1.127
H 0.007 -0.015 -0.009
H 0.015 -0.014 0.010
H 0.010 -0.030 -0.010
H -0.045 0.014 0.001
H -0.008 -0.010 -0.008
H -0.015 0.005 0.023
H -0.006 0.024 -0.001
H 0.004 0.015 0.036
H 0.013 -0.004 0.008

***

Density functional theory data (the ωB97M-V functional and the def2-TZVPD basis) for a molecular structure, C18H37BBr2F2LiN2NbO6 at a distorted geometry.

Results
**E_LUMO**: -4.36 eV
**E**: -6705.93686 Eh
**Kohn-Sham gap**: 1.40 eV
**Energy relative to the best compared isomer or geometry (same formula, charge and spin)**: 0.0 kJ/mol
**HOMO level**: -5.8 eV
**Molar mass**: 686.0 u

Each line ends with the Mulliken charge.
Element x y z (Å)
C  -2.770277  1.926500  -0.317681  -0.978
C  -2.184967  3.313172  -0.543047  -0.560
C  -1.179358  3.725597  0.509243  -0.719
C  0.147461  3.011963  0.319906  0.157
C  1.336858  3.647444  -0.367147  -1.271
Nb  2.136223  1.999391  -1.735625  -0.523
O  2.802650  0.714520  -3.105043  -0.485
C  1.904757  0.017536  -3.926152  -0.823
C  1.375530  0.844585  -5.045661  0.826
C  2.373417  0.966143  -6.176400  -1.480
O  0.185840  0.167610  -5.493460  -0.611
H  -3.442484  1.665541  -1.119442  0.357
H  -3.335446  1.921554  0.602271  0.260
H  -2.004724  1.173685  -0.248672  0.215
H  -2.961091  4.059103  -0.537935  0.426
H  -1.746190  3.306867  -1.522688  0.246
H  -1.556021  3.434422  1.481950  0.312
H  -1.098421  4.796333  0.532179  0.391
H  0.501611  2.723821  1.297039  0.188
H  -0.098685  2.132112  -0.243045  0.207
H  1.032765  4.483594  -0.969014  0.369
H  2.091190  3.970440  0.325918  0.404
H  3.035576  3.397548  -2.533735  -0.055
H  0.510461  2.293701  -2.577686  0.012
H  1.178823  0.731433  -0.746358  0.084
H  3.412776  1.683746  -0.464730  0.162
H  1.090072  -0.395081  -3.347389  0.218
H  2.419098  -0.821887  -4.375086  0.402
H  1.084764  1.827393  -4.713210  0.192
H  2.126139  0.254487  -6.939937  0.380
H  2.307449  1.940699  -6.629469  0.407
H  3.384147  0.833035  -5.838394  0.286
H  -0.163480  0.672256  -6.232874  0.317
C  -1.959458  -3.095614  5.590966  -1.372
C  -2.695463  -2.164902  4.642961  -0.046
N  -1.787616  -1.442480  3.754287  0.262
C  -1.894388  -0.122647  3.391114  -0.661
C  -0.873597  0.128562  2.537756  -0.094
N  -0.157617  -1.029171  2.397872  0.233
C  -0.729962  -1.963441  3.127329  -0.269
C  1.058801  -1.199320  1.563059  -0.591
H  -1.227469  -2.551761  6.185529  0.359
H  -2.673448  -3.563207  6.265162  0.402
H  -1.438050  -3.889763  5.057491  0.386
H  -3.258562  -1.426940  5.208732  0.343
H  -3.399242  -2.721319  4.027858  0.056
H  -2.687589  0.497875  3.766794  0.450
H  -0.576357  1.012476  2.010147  0.242
H  -0.393738  -2.981465  3.195633  0.402
H  0.878894  -1.968574  0.819048  0.361
H  1.895407  -1.478625  2.198165  0.343
H  1.285219  -0.263782  1.047947  -0.132
Br  -4.035763  -2.155955  1.557017  -0.004
C  -5.524992  -2.848877  0.542281  -0.295
C  -6.775966  -2.946257  1.371200  -0.848
Br  -6.685256  -4.460979  2.652606  -0.182
H  -5.204689  -3.805310  0.137058  0.284
H  -5.685016  -2.149193  -0.275265  0.366
H  -7.657538  -3.113132  0.748479  0.437
H  -6.951474  -2.066575  1.979267  0.348
B  6.085799  -0.327832  -1.349612  0.619
O  6.051176  -0.617640  0.136237  -0.438
C  7.204770  -1.079427  0.538393  0.590
O  7.493718  -1.408206  1.660116  -0.660
C  8.157933  -1.143038  -0.701194  0.589
O  9.296186  -1.527671  -0.680604  -0.634
O  7.492414  -0.714387  -1.743951  -0.502
F  5.865921  1.005588  -1.580320  -0.303
F  5.178288  -1.125370  -1.997688  -0.276
Li  -7.567741  -5.710904  0.899503  0.924

Cartesian forces, eV/Å:
C -0.131 0.582 0.108
C -0.199 -0.157 0.232
C 0.215 -0.178 -0.189
C -0.057 0.243 0.418
C -0.212 -0.507 -1.070
Nb 3.154 -0.343 -1.964
O -1.319 1.426 0.825
C 0.498 -0.608 0.315
C -0.426 -0.080 -0.759
C -0.248 0.516 0.009
O -0.167 -0.060 -0.088
H -0.261 -0.225 -0.363
H -0.333 -0.103 0.541
H 0.447 -0.372 -0.087
H -0.702 0.200 -0.204
H 0.487 0.240 -0.541
H -0.479 -0.014 0.526
H 0.269 0.660 -0.028
H 0.238 -0.558 0.574
H -0.211 -0.714 0.150
H -0.139 0.616 -0.343
H 0.394 0.278 0.349
H -0.100 0.215 0.260
H -0.496 -0.353 0.701
H -0.128 -0.309 0.343
H -0.969 -0.189 0.562
H -0.470 -0.022 0.223
H 0.311 -0.498 -0.120
H -0.016 0.396 0.501
H 0.075 -0.650 -0.367
H 0.051 0.514 -0.272
H 0.497 -0.117 0.187
H -0.024 -0.021 -0.033
C 0.099 0.038 -0.043
C 0.056 -0.265 0.282
N 0.026 -0.230 0.091
C -0.085 0.054 -0.018
C 0.166 0.255 -0.178
N 0.292 0.135 -0.385
C -0.031 -0.321 0.189
C 0.087 0.030 0.129
H -0.006 0.029 0.038
H -0.023 -0.019 0.028
H -0.029 -0.034 0.001
H 0.028 0.141 -0.059
H -0.036 -0.031 0.096
H 0.058 0.089 -0.023
H 0.044 0.354 -0.172
H 0.038 -0.032 0.058
H -0.056 0.005 -0.053
H -0.019 0.006 0.067
H -0.100 0.044 -0.117
Br -0.128 -0.005 -0.225
C 0.244 0.110 0.033
C -0.014 0.057 -0.148
Br 0.083 0.304 0.070
H -0.042 -0.009 -0.077
H -0.068 0.019 -0.023
H 0.009 -0.013 0.054
H 0.000 0.005 0.103
B 0.188 0.071 0.158
O -0.044 0.005 -0.066
C 0.157 0.001 -0.196
O 0.046 -0.073 0.114
C -0.180 0.033 0.158
O 0.135 -0.062 0.036
O -0.093 0.026 0.111
F 0.063 0.194 -0.057
F -0.276 -0.345 -0.198
Li -0.141 -0.370 -0.178